Record 1
Density functional theory data (ωB97M-V/def2-TZVPD) for one molecule with the formula C2H2FN3.

Atoms and positions in Å:
C -0.2292 -1.0712 0.0575
C 0.4797 0.9044 -0.1178
N -0.6321 0.2169 0.0454
N 1.0532 -1.2323 0.0226
N 1.5174 0.0173 -0.1180
F 2.8543 0.0193 0.0768
H -1.0297 -1.7729 -0.0572
H 0.6356 2.0371 0.0236

**Kohn-Sham gap (alpha / beta)**: 0.255 / 0.274 Eh
**Relative energy (zero: lowest compared OMol25 entry of this formula, charge and spin)**: 51.8 kcal per mole
**LUMO (alpha / beta)**: 1.10 / -3.42 eV
**2S+1**: 3
**Energy**: -341.2563 Eh
**Expectation value of S²**: 2.024

=====

Record 2
Density functional theory data (ωB97M-V/def2-TZVPD) for one molecule with the formula C2H2FN3O2.

Atoms and positions in Å:
C -0.0911 -0.2395 -0.2505
C 0.6790 0.8515 0.1751
H -0.7511 -2.4264 -2.2595
H -0.5298 0.3531 2.5441
N 0.2557 -1.1658 -1.2047
N -0.7283 0.6389 1.6599
N 0.2838 1.3820 1.2659
O -0.8164 -1.9843 -1.4440
O -1.1088 -0.3746 0.6542
F 1.6085 1.2541 -0.6179

**SMILES string**: O/N=c1\o[nH]nc1F
**Kohn-Sham gap**: 0.317 Eh
**Relative energy (zero: lowest compared OMol25 entry of this formula, charge and spin)**: 27.4 kcal per mole
**LUMO**: 0.01 eV
**Energy**: -491.8363 Eh

=====

Record 3
Density functional theory data (ωB97M-V/def2-TZVPD) for one molecule with the formula C2H2FN3S.

Atoms and positions in Å:
C -0.6353 -0.3431 -1.0187
C 0.2132 0.3260 0.1027
N -1.7105 -0.7582 -0.5073
N -0.7271 0.2559 1.1791
N -1.7867 -0.3108 0.8172
F 0.7237 1.6171 -0.0531
S 1.8243 -0.7168 0.4882
H -0.4192 -0.4423 -1.9952
H 2.5176 0.3722 0.9869

**SMILES string**: F[C@]1(S)C=NN=N1
**Kohn-Sham gap**: 0.321 Eh
**Relative energy (zero: lowest compared OMol25 entry of this formula, charge and spin)**: 48.5 kcal per mole
**LUMO**: -1.58 eV
**Energy**: -739.6196 Eh

=====

Record 4
Density functional theory data (ωB97M-V/def2-TZVPD) for a 3-piece molecular cluster, C2H2FNO overall.

Atoms and positions in Å:
C 1.9466 0.1403 0.4060
C -1.7931 0.3470 0.3170
N 1.6705 0.7993 1.2997
O -1.2683 -0.6611 0.1446
F -0.6409 -1.1751 -1.4915
H 2.0014 -0.6542 -0.3998
H -1.9162 1.2038 -0.2760

**Kohn-Sham gap (alpha / beta)**: 0.305 / 0.392 Eh
**Relative energy (zero: lowest compared OMol25 entry of this formula, charge and spin)**: 111.7 kcal per mole
**LUMO (alpha / beta)**: -1.59 / -1.30 eV
**Energy**: -307.0691 Eh

=====

Record 5
Density functional theory data (ωB97M-V/def2-TZVPD) for a 2-piece molecular cluster, C2H2FNO overall.

Atoms and positions in Å:
C -0.0454 1.1844 -0.6079
C 0.0580 -0.1399 -0.3047
N 0.1810 0.9139 0.6254
O -2.1538 -0.4761 -0.2159
F -2.3331 0.8741 0.0345
H -0.5532 1.9857 -1.1272
H 0.5158 -1.1725 -0.3140

**Kohn-Sham gap**: 0.328 Eh
**Relative energy (zero: lowest compared OMol25 entry of this formula, charge and spin)**: 175.8 kcal per mole
**LUMO**: -0.37 eV
**Energy**: -306.9669 Eh

=====

Record 6
Density functional theory data (ωB97M-V/def2-TZVPD) for a 3-piece molecular cluster, C2H2FNO2 overall.

Atoms and positions in Å:
C 0.2043 -0.2957 -0.1727
C -2.7057 -1.1040 0.3232
N -0.5410 0.0383 -1.0417
O 1.1185 -0.6689 0.4710
O -2.9525 -2.1244 0.7315
F 2.1220 0.9533 2.0876
H 2.0524 0.2706 1.5434
H -1.3852 0.4288 -0.8625

**Kohn-Sham gap**: 0.448 Eh
**Relative energy (zero: lowest compared OMol25 entry of this formula, charge and spin)**: 17.7 kcal per mole
**LUMO**: 0.43 eV
**Energy**: -382.5021 Eh

=====

Record 7
Density functional theory data (ωB97M-V/def2-TZVPD) for one molecule with the formula C2H2FNO2.

Atoms and positions in Å:
C -0.9232 0.0272 0.5712
C 0.0164 0.2125 -0.5726
N 1.5322 0.0965 0.1513
O -1.4493 0.9739 1.0774
O 1.8252 -1.0337 0.2936
F 0.1437 1.3518 -1.2400
H -1.1486 -0.9644 1.0924
H 0.0037 -0.6639 -1.3733

**SMILES string**: O=C[C@@H](F)N=O
**Kohn-Sham gap**: 0.324 Eh
**Relative energy (zero: lowest compared OMol25 entry of this formula, charge and spin)**: 97.0 kcal per mole
**LUMO**: -0.81 eV
**Energy**: -382.3758 Eh

=====

Record 8
Density functional theory data (ωB97M-V/def2-TZVPD) for one molecule with the formula C2H2FO.

Atoms and positions in Å:
H 0.1885 0.0627 1.5883
O 0.1278 -1.6448 0.4502
C 0.0642 -0.4216 0.5984
C -0.0202 0.4407 -0.5283
H 0.7906 1.0647 -0.9086
F -1.1509 0.4984 -1.1999

**Kohn-Sham gap (alpha / beta)**: 0.332 / 0.374 Eh
**Relative energy (zero: lowest compared OMol25 entry of this formula, charge and spin)**: 0.0 kcal per mole
**LUMO (alpha / beta)**: 0.19 / -0.34 eV
**2S+1**: 2
**Energy**: -252.4092 Eh
**Expectation value of S²**: 0.755

=====

Record 9
Density functional theory data (ωB97M-V/def2-TZVPD) for C2H2FO2Pm as an isolated structure.

Atoms and positions in Å:
F -2.1246 -1.1229 -0.2609
C -1.4611 -0.2531 0.3977
C -1.3591 0.9733 0.6158
H -1.9685 1.8657 0.5205
O 0.6151 -1.0974 -0.2164
O 1.7162 -0.6567 0.6196
H 1.4731 -0.9015 1.5232
Pm 1.0243 1.3261 -0.4617

**Kohn-Sham gap (alpha / beta)**: 0.252 / 0.334 Eh
**Relative energy (zero: lowest compared OMol25 entry of this formula, charge and spin)**: 133.5 kcal per mole
**LUMO (alpha / beta)**: -12.50 / -10.46 eV
**2S+1**: 5
**Energy**: -935.1691 Eh
**Expectation value of S²**: 6.061
**Charge**: +2

=====

Record 10
Density functional theory data (ωB97M-V/def2-TZVPD) for an isolated ion of composition C2H2FO2S and charge -1.

Atoms and positions in Å:
C 1.1767 -0.2833 0.0273
C 0.1914 0.5812 -0.2919
O -2.0482 0.6645 0.9807
O -1.5984 -1.3850 -0.3784
F 2.5565 -0.0941 0.2209
S -1.6394 0.1140 -0.3593
H 1.0653 -1.3060 0.1244
H 0.2961 1.7087 -0.3237

**Kohn-Sham gap**: 0.283 Eh
**Relative energy (zero: lowest compared OMol25 entry of this formula, charge and spin)**: 33.4 kcal per mole
**LUMO**: 4.15 eV
**Energy**: -725.9414 Eh
**Charge**: -1